Below is C53H43ClFN11O4V as an isolated structure, with properties calculated with ωB97M-V/def2-TZVPD.

The geometry in XYZ format:
```
114
Properties=species:S:1:pos:R:3
V -0.644 -0.042 0.015
C -4.415 -11.567 -6.085
O -3.134 -11.180 -5.633
C -3.003 -9.946 -5.093
C -1.715 -9.589 -4.687
C -1.478 -8.355 -4.129
C -2.520 -7.435 -3.954
C -3.797 -7.801 -4.360
C -4.045 -9.044 -4.926
C -2.215 -6.142 -3.349
N -1.005 -5.756 -3.009
C -1.145 -4.516 -2.455
C -2.477 -4.136 -2.455
N -3.144 -5.187 -3.032
C -2.949 -2.923 -1.876
C -4.270 -2.467 -1.824
C -4.538 -1.283 -1.165
C -3.507 -0.598 -0.535
N -2.240 -1.000 -0.581
C -1.951 -2.120 -1.286
C -0.559 -2.441 -1.380
N 0.296 -1.505 -0.887
C 1.594 -1.802 -0.897
C 2.097 -3.007 -1.376
C 1.240 -3.950 -1.910
C -0.125 -3.660 -1.928
H -4.299 -12.566 -6.497
H -4.786 -10.899 -6.867
H -5.137 -11.596 -5.264
H -0.916 -10.306 -4.825
H -0.485 -8.069 -3.815
H -4.629 -7.115 -4.247
H -5.052 -9.293 -5.230
H -4.133 -5.240 -3.194
H -5.069 -3.028 -2.292
H -5.542 -0.884 -1.135
H -3.701 0.303 0.033
H 2.256 -1.043 -0.501
H 3.160 -3.191 -1.330
H 1.592 -4.892 -2.306
F 0.609 3.104 5.276
C -0.126 3.616 4.272
C -0.517 2.779 3.260
C -1.208 3.297 2.162
C -1.516 2.431 1.048
O -1.416 1.193 1.196
C -1.865 3.066 -0.185
C -2.161 4.382 -0.172
N -2.096 5.165 0.957
C -2.549 6.525 0.876
C -3.919 6.779 0.329
C -3.650 6.986 1.788
C -1.499 4.673 2.103
C -1.159 5.483 3.184
C -0.450 4.968 4.272
N -0.101 5.860 5.329
C 0.352 5.354 6.620
C 0.196 6.526 7.635
N -0.672 7.542 6.968
C 0.085 8.214 5.872
C 0.653 7.065 4.994
C -1.905 2.267 -1.493
O -2.574 2.730 -2.412
O -1.205 1.207 -1.496
H -0.231 1.732 3.268
H -2.456 4.887 -1.082
H -1.772 7.245 0.635
H -4.503 5.913 0.049
H -4.063 7.639 -0.309
H -4.063 6.271 2.486
H -3.604 8.001 2.163
H -1.409 6.535 3.171
H 1.392 5.022 6.603
H -0.265 4.511 6.918
H 1.150 6.992 7.874
H -0.268 6.197 8.562
H -1.125 8.191 7.604
H -1.346 6.959 6.438
H 0.871 8.833 6.298
H -0.608 8.847 5.320
H 1.718 6.926 5.208
H 0.556 7.291 3.937
N 1.020 0.955 0.133
C 1.588 1.726 -0.556
N 2.246 2.617 -1.153
C 2.747 2.723 -2.353
N 3.248 2.889 -3.386
N -0.580 -1.098 1.542
C -1.017 -1.486 2.543
C -1.627 -1.933 3.733
C -2.148 -0.988 4.631
C -2.803 -1.412 5.770
C -2.947 -2.768 6.039
C -2.424 -3.705 5.156
C -1.767 -3.299 4.011
H -2.040 0.065 4.407
H -3.216 -0.686 6.458
H -3.468 -3.093 6.930
H -2.543 -4.760 5.364
H -1.363 -4.021 3.315
Cl 4.528 2.363 2.592
C 4.769 0.768 3.251
C 6.030 0.419 3.683
C 6.273 -0.838 4.228
C 5.214 -1.750 4.311
C 3.957 -1.415 3.872
C 3.649 -0.125 3.321
C 2.371 0.211 2.910
H 6.837 1.137 3.594
H 7.264 -1.100 4.578
H 5.395 -2.734 4.732
H 3.147 -2.135 3.928
H 2.151 1.175 2.482
H 1.562 -0.504 2.970
```

Properties
LUMO (alpha / beta) = -1.65 / -1.66 eV
Spin multiplicity = 4
E_HOMO (alpha / beta) = -3.21 / -3.26 eV
Orbital gap (alpha / beta) = 1.56 / 1.60 eV
Net charge = 0

Below is an isolated ion of composition C3H10NS and charge +1, with properties calculated with ωB97M-V/def2-TZVPD.

The geometry in XYZ format:
```
15
Properties=species:S:1:pos:R:3
C 1.470 -1.210 -0.370
C 1.356 1.012 0.461
C -2.726 0.071 -0.277
N 0.861 -0.294 0.533
S -1.012 -0.523 0.714
H 0.888 -2.085 -0.556
H 1.546 -0.655 -1.328
H 2.450 -1.454 0.015
H 1.116 1.771 1.098
H 2.494 0.773 0.430
H 1.197 1.351 -0.566
H -2.728 -0.799 -0.895
H -3.312 0.330 0.554
H -2.520 0.910 -0.933
H -1.079 0.803 1.119
```

Properties
LUMO = -6.03 eV
E_HOMO = -14.10 eV
Orbital gap = 8.08 eV
ΔE to the lowest compared entry with this formula, charge and spin = 397.0 kJ/mol
Net charge = +1

Below is the molecule C4H6N2, with properties calculated with ωB97M-V/def2-TZVPD.

The geometry in XYZ format:
```
12
Properties=species:S:1:pos:R:3
C -0.743 -0.768 0.711
N 0.066 -0.183 1.492
N 1.065 0.334 0.678
C 0.712 0.289 -0.744
C -0.649 0.797 -1.178
C -0.488 -0.638 -0.761
H -1.552 -1.350 1.185
H 1.579 1.160 1.052
H 1.536 0.101 -1.437
H -0.653 1.080 -2.214
H -1.217 1.382 -0.490
H -0.608 -1.516 -1.453
```

Properties
LUMO = 1.12 eV
E_HOMO = -8.28 eV
Orbital gap = 9.40 eV
ΔE to the lowest compared entry with this formula, charge and spin = 231.0 kJ/mol
SMILES = C1=NN[C@@H]2C[C@H]12
Net charge = 0

Below is a 2-piece molecular cluster, C4H12NOSe overall, with properties calculated with ωB97M-V/def2-TZVPD.

The geometry in XYZ format:
```
19
Properties=species:S:1:pos:R:3
C -1.431 2.443 2.879
C -1.839 1.482 2.036
C -1.275 -0.582 1.024
C -0.250 -0.632 -2.341
N 2.786 -0.953 -0.289
O -1.106 0.307 2.047
Se -0.180 0.329 -0.610
H -0.459 2.355 3.160
H -2.094 3.303 2.950
H -2.543 1.586 1.221
H -1.018 -0.139 -2.957
H -2.156 -0.701 0.523
H -0.671 -1.472 1.183
H -0.530 -1.605 -2.125
H 0.713 -0.282 -2.727
H 2.961 -0.007 -0.616
H 2.857 -1.647 -1.020
H 3.211 -1.269 0.531
H 1.617 -0.733 -0.251
```

Properties
LUMO (alpha / beta) = -3.45 / -4.88 eV
Spin multiplicity = 3
E_HOMO (alpha / beta) = -8.44 / -12.81 eV
Orbital gap (alpha / beta) = 4.99 / 7.93 eV
Net charge = +1

Below is CHCl2NO as an isolated structure, with properties calculated with ωB97M-V/def2-TZVPD.

The geometry in XYZ format:
```
6
Properties=species:S:1:pos:R:3
C -0.508 -0.109 -0.077
N 0.639 0.630 -0.206
O 0.064 0.456 1.035
Cl -2.033 0.550 -0.477
Cl 2.200 -0.108 -0.483
H -0.362 -1.419 0.209
```

Properties
LUMO = 0.27 eV
E_HOMO = -10.37 eV
Orbital gap = 10.64 eV
ΔE to the lowest compared entry with this formula, charge and spin = 229.5 kJ/mol
Net charge = 0

Below is a 3-piece molecular cluster, C3H14N2O2 overall, with properties calculated with ωB97M-V/def2-TZVPD.

The geometry in XYZ format:
```
21
Properties=species:S:1:pos:R:3
N 0.900 -0.967 0.499
C -0.503 -0.554 0.373
C -0.835 0.762 1.178
C -2.342 1.069 0.979
N -2.433 1.901 -0.218
H 1.121 -1.232 1.454
H 1.459 -0.138 0.288
H -0.611 -0.400 -0.696
H -1.272 -1.281 0.700
H -0.141 1.525 0.678
H -0.443 0.714 2.214
H -2.773 0.087 0.894
H -2.753 1.628 1.860
H -3.181 1.662 -0.888
H -1.522 1.891 -0.636
O 2.908 1.250 -1.100
H 3.122 0.745 -1.893
H 2.145 1.773 -1.370
O 1.539 -3.158 -1.032
H 1.378 -2.196 -1.076
H 0.790 -3.545 -1.509
```

Properties
LUMO = 0.48 eV
E_HOMO = -9.13 eV
Orbital gap = 9.61 eV
ΔE to the lowest compared entry with this formula, charge and spin = 124.3 kJ/mol
SMILES = NCCCN.O.O
Net charge = 0

| no. | M (g mol⁻¹) |
| --- | --- |
| 1 | 1003.39 |
| 2 | 92.19 |
| 3 | 82.11 |
| 4 | 169.11 |
| 5 | 113.93 |
| 6 | 110.16 |